[1]
{
  "formula": "C25H28N4O9",
  "method": "the ωB97M-V functional and the def2-TZVPD basis",
  "total_charge": 0,
  "gap_ev": 8.51,
  "smiles": "CC[C@]1(CNC)COC(=O)O1.O=[N+]([O-])c1ccccc1.O=[N+]([O-])c1ccccc1.O=[N+]([O-])c1ccccc1",
  "elements": ["C", "C", "C", "C", "N", "C", "C", "O", "C", "O", "O", "H", "H", "H", "H", "H", "H", "H", "H", "H", "H", "H", "H", "H", "C", "C", "C", "C", "C", "C", "N", "O", "O", "H", "H", "H", "H", "H", "C", "C", "C", "C", "C", "C", "N", "O", "O", "H", "H", "H", "H", "H", "C", "C", "C", "C", "C", "C", "N", "O", "O", "H", "H", "H", "H", "H"],
  "positions_angstrom": [[-0.230117, 1.747000, 0.019153], [0.418775, 0.412271, -0.313755], [0.168203, -0.141895, -1.718524], [0.308225, 0.929584, -2.774933], [0.401981, 0.337117, -4.108948], [1.709907, 0.473661, -4.762416], [-1.065553, -1.019303, -1.912130], [-0.592588, -2.197553, -2.561274], [0.743260, -2.129727, -2.690946], [1.461202, -2.889005, -3.312282], [1.211131, -1.117713, -1.917405], [0.205298, 2.571768, -0.531923], [-0.072813, 1.947499, 1.072161], [-1.298365, 1.728390, -0.172767], [0.156880, -0.349158, 0.413599], [1.497323, 0.528005, -0.257323], [-0.559883, 1.581156, -2.719950], [1.177464, 1.531815, -2.519087], [-0.263134, 0.816938, -4.689942], [1.562042, 0.697144, -5.813179], [2.270094, -0.454208, -4.720427], [2.320899, 1.262015, -4.329834], [-1.571535, -1.348020, -1.008067], [-1.817180, -0.532266, -2.525062], [-5.490758, -4.700363, 1.120513], [-4.844962, -4.628168, 2.347432], [-4.086441, -3.515121, 2.669011], [-3.991180, -2.488273, 1.748849], [-4.623941, -2.541312, 0.521034], [-5.378208, -3.659713, 0.208446], [-3.191392, -1.301908, 2.087439], [-2.622583, -1.291223, 3.155855], [-3.137511, -0.406509, 1.270623], [-6.084048, -5.570424, 0.874396], [-4.932237, -5.439695, 3.055658], [-3.579167, -3.450391, 3.619398], [-4.531974, -1.726469, -0.180667], [-5.879119, -3.718501, -0.747293], [1.233921, -3.380239, 0.553565], [1.118092, -3.331716, 1.936238], [2.224461, -3.573634, 2.733840], [3.431381, -3.860357, 2.124989], [3.565944, -3.916937, 0.749782], [2.454597, -3.673706, -0.039769], [4.611667, -4.104666, 2.968350], [4.461423, -4.069248, 4.170545], [5.664413, -4.327215, 2.412452], [0.367526, -3.185557, -0.065815], [0.166397, -3.100920, 2.395726], [2.146669, -3.538090, 3.809576], [4.520194, -4.143793, 0.299974], [2.539779, -3.709316, -1.117140], [0.683898, 7.097116, 2.422040], [1.820611, 6.335062, 2.189226], [2.145786, 5.946804, 0.900529], [1.322023, 6.332361, -0.141244], [0.184576, 7.088046, 0.072123], [-0.133587, 7.470349, 1.364575], [1.664371, 5.928637, -1.512537], [2.647674, 5.237497, -1.665784], [0.934712, 6.297929, -2.406376], [0.435148, 7.400992, 3.429800], [2.456786, 6.042914, 3.012553], [3.028266, 5.352733, 0.718112], [-0.444788, 7.375832, -0.756112], [-1.019933, 8.061677, 1.545342]],
  "forces_ev_per_angstrom": [[-0.123, -0.311, 0.045], [0.051, 0.030, -0.367], [0.302, -0.257, 0.987], [0.000, -0.335, -0.279], [0.049, 0.598, 0.033], [-0.050, -0.365, -0.043], [-0.553, -0.023, 0.115], [0.123, -0.209, -0.664], [1.362, -0.630, -0.424], [-1.492, 1.062, 1.113], [0.283, -0.112, -0.747], [0.098, 0.127, -0.212], [-0.102, 0.112, 0.213], [-0.233, 0.059, 0.071], [-0.146, -0.118, 0.168], [0.236, 0.000, 0.090], [-0.169, 0.122, 0.071], [0.250, 0.149, -0.106], [-0.212, -0.078, -0.141], [-0.023, 0.067, -0.180], [0.106, -0.189, 0.175], [0.056, 0.204, 0.100], [0.182, 0.181, 0.395], [-0.019, -0.026, -0.340], [0.009, 0.014, 0.006], [-0.041, 0.005, -0.090], [0.029, -0.107, 0.155], [-0.106, -0.113, -0.031], [-0.052, 0.043, -0.173], [-0.002, -0.067, 0.068], [0.012, -0.131, -0.045], [0.118, 0.002, 0.226], [0.033, 0.202, -0.224], [-0.002, -0.016, -0.007], [0.008, -0.011, 0.021], [0.036, 0.096, -0.006], [0.047, 0.067, 0.058], [-0.003, 0.009, -0.023], [0.003, 0.004, 0.034], [0.004, 0.001, -0.108], [-0.129, 0.034, 0.136], [-0.123, 0.043, -0.099], [0.046, -0.004, -0.124], [-0.071, 0.000, -0.009], [-0.074, -0.012, -0.047], [-0.041, 0.016, 0.245], [0.208, -0.043, -0.124], [-0.012, -0.038, -0.018], [-0.017, 0.009, 0.030], [0.102, -0.015, 0.025], [0.058, -0.008, 0.083], [0.006, 0.015, -0.028], [0.008, -0.007, -0.005], [-0.091, 0.059, 0.013], [0.165, -0.107, 0.074], [-0.025, 0.086, 0.256], [-0.173, 0.105, -0.082], [0.061, -0.031, 0.059], [-0.074, -0.076, 0.082], [0.209, -0.130, -0.020], [-0.143, 0.097, -0.174], [-0.007, -0.002, 0.015], [0.020, -0.014, 0.008], [-0.009, -0.001, -0.139], [0.057, -0.040, -0.078], [-0.021, 0.012, -0.010]],
  "nbo_charge": [-0.617, -0.400, 0.226, -0.249, -0.637, -0.413, -0.091, -0.493, 0.994, -0.601, -0.514, 0.205, 0.223, 0.207, 0.212, 0.221, 0.203, 0.196, 0.364, 0.196, 0.207, 0.178, 0.191, 0.193, -0.174, -0.205, -0.211, 0.079, -0.213, -0.205, 0.522, -0.371, -0.390, 0.223, 0.225, 0.250, 0.247, 0.225, -0.184, -0.216, -0.216, 0.082, -0.214, -0.195, 0.521, -0.381, -0.375, 0.213, 0.220, 0.247, 0.249, 0.244, -0.176, -0.207, -0.188, 0.017, -0.188, -0.207, 0.533, -0.376, -0.376, 0.221, 0.224, 0.250, 0.249, 0.223]
}

---

[2]
{
  "formula": "C25H28N5O3",
  "method": "the ωB97M-V functional and the def2-TZVPD basis",
  "total_charge": 1,
  "gap_ev": 6.02,
  "relative_energy_kj_mol": 19.48,
  "elements": ["C", "N", "C", "O", "C", "C", "C", "C", "C", "C", "C", "C", "N", "C", "C", "C", "C", "C", "C", "C", "N", "O", "O", "C", "C", "C", "C", "C", "H", "H", "H", "H", "H", "H", "H", "H", "H", "H", "H", "H", "H", "H", "H", "H", "H", "H", "H", "H", "H", "H", "H", "H", "N", "C", "N", "C", "C", "H", "H", "H", "H"],
  "positions_angstrom": [[4.644653, 0.453259, 1.658607], [3.203324, 0.552256, 1.631379], [2.542690, 1.470473, 2.393842], [3.067106, 2.264571, 3.169975], [1.045230, 1.322347, 2.102904], [0.451924, 2.599577, 1.498289], [0.521883, 3.783791, 2.440644], [1.252974, 4.920387, 2.080267], [1.364328, 5.990780, 2.969137], [0.731188, 5.926051, 4.218080], [-0.017687, 4.795564, 4.570572], [-0.128447, 3.725115, 3.676696], [1.016741, 0.174347, 1.188111], [-0.137459, -0.339612, 0.710433], [-0.200665, -1.412440, -0.172020], [-1.341918, -1.989905, -0.717005], [-1.302703, -3.112057, -1.606694], [-2.510276, -3.686530, -2.118619], [-2.499266, -4.762964, -2.985306], [-1.261565, -5.321162, -3.386464], [-1.233347, -6.425932, -4.280821], [-0.123566, -6.895232, -4.625736], [-2.315805, -6.897810, -4.698200], [-0.046390, -4.789163, -2.908553], [-0.069152, -3.712923, -2.038244], [2.358680, -0.342751, 0.851266], [2.684400, -0.154172, -0.636723], [2.556753, -1.777219, 1.360290], [5.042405, 1.232418, 2.313083], [4.964635, -0.526255, 2.033818], [5.059621, 0.584556, 0.652369], [0.525095, 1.068237, 3.047956], [1.012107, 2.823481, 0.574273], [-0.593173, 2.382617, 1.220362], [1.750479, 4.933631, 1.106742], [1.951683, 6.864993, 2.682489], [0.820351, 6.759785, 4.914956], [-0.515482, 4.735112, 5.540091], [-0.707370, 2.831960, 3.929143], [-1.050916, 0.143488, 1.070139], [0.750285, -1.844327, -0.468056], [-2.321887, -1.572626, -0.476789], [-3.465560, -3.254115, -1.814567], [-3.413782, -5.205719, -3.378151], [0.888961, -5.240872, -3.237350], [0.892129, -3.330883, -1.692468], [2.608239, 0.914708, -0.884927], [3.703776, -0.504301, -0.837993], [1.992409, -0.698357, -1.279978], [2.388023, -1.787289, 2.446757], [1.855423, -2.475803, 0.903975], [3.579038, -2.107980, 1.143417], [-3.689921, 0.021486, -2.158092], [-4.922295, -0.369819, -2.444810], [-5.578473, 0.614212, -3.143893], [-4.707690, 1.678794, -3.308676], [-3.531970, 1.291504, -2.692515], [-5.418835, -1.300679, -2.201802], [-6.535658, 0.552487, -3.473312], [-4.973191, 2.582528, -3.824700], [-2.612087, 1.844380, -2.607598]],
  "forces_ev_per_angstrom": [[0.400, -0.312, -0.227], [-0.361, 0.474, 0.342], [0.768, 0.706, 0.954], [-0.984, -1.130, -1.208], [0.185, 0.172, 0.886], [-0.049, 0.055, -0.390], [-0.028, 0.048, 0.047], [-0.097, -0.232, 0.264], [-0.191, -0.196, 0.096], [0.001, -0.191, -0.232], [0.046, -0.105, -0.253], [0.253, 0.373, -0.080], [-2.471, -0.929, -0.932], [1.496, 1.452, 1.241], [-0.507, -1.550, -1.288], [0.791, 1.279, 1.123], [0.299, -1.755, -1.452], [0.607, 0.747, 0.597], [0.799, -0.728, -0.530], [-0.237, 2.087, 1.666], [0.057, -3.294, -2.670], [-2.025, 1.249, 0.950], [1.934, 1.276, 1.096], [-0.546, -0.340, -0.279], [-0.745, 0.401, 0.278], [0.945, -0.012, -0.071], [-0.148, 0.158, -0.046], [-0.172, 0.051, 0.173], [-0.234, -0.128, -0.108], [-0.033, 0.209, 0.014], [-0.037, 0.049, 0.194], [0.256, 0.068, -0.462], [-0.275, -0.031, 0.226], [0.255, 0.151, 0.008], [-0.105, 0.126, 0.335], [-0.217, -0.237, 0.164], [-0.025, -0.247, -0.183], [0.173, 0.104, -0.291], [0.120, 0.341, 0.081], [0.273, -0.094, -0.108], [-0.486, 0.138, 0.087], [0.168, -0.047, -0.098], [0.299, -0.101, -0.093], [0.234, 0.188, 0.158], [-0.283, 0.159, 0.119], [-0.323, -0.109, -0.107], [0.100, -0.324, 0.036], [-0.273, 0.098, 0.034], [0.238, 0.070, -0.028], [0.136, -0.071, -0.293], [0.234, -0.030, 0.088], [-0.274, 0.068, 0.069], [-0.267, -0.328, 0.004], [0.364, 1.466, -0.495], [0.339, -0.123, 0.169], [0.494, -0.818, 0.540], [-1.406, -0.493, -0.236], [0.258, 0.115, 0.067], [0.386, 0.131, 0.079], [-0.100, -0.010, -0.040], [-0.008, -0.043, 0.014]],
  "nbo_charge": [-0.423, -0.456, 0.677, -0.569, -0.133, -0.412, -0.052, -0.192, -0.194, -0.200, -0.213, -0.159, -0.310, 0.239, -0.365, 0.049, -0.133, -0.122, -0.183, 0.081, 0.480, -0.347, -0.343, -0.189, -0.098, 0.330, -0.637, -0.639, 0.268, 0.206, 0.206, 0.244, 0.221, 0.216, 0.209, 0.225, 0.226, 0.223, 0.191, 0.236, 0.221, 0.252, 0.231, 0.269, 0.266, 0.204, 0.235, 0.240, 0.219, 0.237, 0.219, 0.241, -0.512, 0.158, -0.514, -0.090, -0.105, 0.200, 0.429, 0.232, 0.211]
}

---

[3]
{
  "formula": "C25H28NOS",
  "method": "the ωB97M-V functional and the def2-TZVPD basis",
  "total_charge": 1,
  "gap_ev": 3.56,
  "relative_energy_kj_mol": 38.90,
  "elements": ["C", "O", "C", "C", "C", "C", "C", "C", "C", "C", "N", "C", "C", "C", "C", "C", "S", "H", "H", "H", "H", "H", "H", "H", "H", "H", "H", "H", "H", "H", "H", "H", "H", "H", "C", "C", "C", "C", "C", "C", "C", "C", "C", "C", "C", "H", "H", "H", "H", "H", "H", "H", "H", "H", "H", "H"],
  "positions_angstrom": [[1.512727, -0.761963, 0.594654], [0.098010, -0.534679, 0.398529], [-0.238497, -0.213410, -0.887692], [0.132524, 1.115956, -1.370852], [1.288688, 1.206694, -2.165794], [1.605231, 2.415797, -2.787336], [0.810957, 3.549037, -2.553816], [-0.297790, 3.464463, -1.700948], [-0.613531, 2.269171, -1.059731], [-0.550015, -1.284511, -1.737539], [-0.724377, -1.236041, -3.110182], [-0.899233, -0.032400, -3.905873], [-0.697146, -2.458717, -3.749311], [-0.799153, -2.517041, -5.248994], [-0.583675, -3.511580, -2.890786], [-0.648842, -4.970086, -3.225949], [-0.406656, -2.979491, -1.251753], [1.666577, -0.944576, 1.653792], [1.788216, -1.649414, 0.021808], [2.088993, 0.120393, 0.309858], [1.891017, 0.306600, -2.311937], [2.471481, 2.461728, -3.448996], [1.055124, 4.485643, -3.074600], [-0.920738, 4.349508, -1.539472], [-1.456928, 2.181245, -0.371355], [-1.516792, -0.278633, -4.769234], [-1.390466, 0.751839, -3.339358], [0.059130, 0.333716, -4.279288], [-0.629852, -3.555735, -5.578714], [-1.793672, -2.213347, -5.634649], [-0.045595, -1.882851, -5.757009], [-0.834402, -5.106293, -4.302330], [0.281047, -5.509124, -2.965432], [-1.471261, -5.463977, -2.673655], [0.154298, -1.084106, 3.515844], [-1.139980, -1.895491, 3.777094], [-2.234917, -0.892424, 3.498741], [-1.726200, 0.193625, 2.812990], [-0.321488, 0.258556, 2.989633], [0.389590, 1.434945, 3.381012], [-0.285645, 2.683310, 3.507932], [0.221200, 3.674372, 4.343717], [1.483992, 3.524152, 4.953804], [2.174599, 2.305522, 4.809628], [1.684004, 1.322785, 3.966056], [0.788887, -1.004985, 4.403186], [0.717922, -1.607454, 2.745169], [-1.162443, -2.718987, 3.041915], [-1.149001, -2.343370, 4.777830], [-3.271357, -1.069294, 3.787048], [-2.311594, 0.944335, 2.297508], [-1.231247, 2.845025, 2.983373], [-0.340333, 4.607224, 4.483680], [1.920413, 4.342048, 5.549097], [3.132645, 2.149323, 5.313048], [2.275553, 0.422968, 3.775638]],
  "forces_ev_per_angstrom": [[-0.452, 0.098, -0.463], [0.378, -0.294, 1.919], [-0.711, -2.008, -1.945], [0.389, 0.576, 0.099], [-0.499, 0.538, -0.035], [-0.028, 0.163, 0.294], [0.103, -0.328, -0.349], [0.123, 0.345, 0.191], [0.449, -0.344, -0.554], [1.297, 1.421, 0.728], [-0.308, 0.652, 0.194], [-0.028, 0.021, -0.207], [-0.026, -1.415, 0.432], [-0.089, -0.374, -0.385], [-0.081, 0.309, -1.566], [0.009, -0.365, 0.147], [-0.314, 0.584, 0.502], [0.272, 0.085, -0.390], [0.304, 0.136, -0.013], [0.010, -0.084, -0.157], [-0.200, 0.297, -0.119], [-0.229, 0.135, 0.197], [-0.210, -0.448, 0.352], [0.273, -0.287, -0.012], [0.125, 0.084, -0.347], [-0.038, 0.113, 0.176], [0.025, -0.027, 0.078], [-0.062, 0.130, 0.073], [-0.062, 0.541, 0.110], [0.462, -0.140, 0.305], [-0.326, -0.296, 0.397], [0.073, -0.012, 0.478], [-0.346, 0.263, -0.121], [0.320, 0.211, -0.276], [-0.497, -0.505, -0.198], [0.408, 0.462, 0.034], [1.180, 0.118, -1.080], [-1.167, -0.746, 0.270], [0.055, -0.716, 1.778], [0.644, 1.117, -0.315], [0.080, -0.268, 0.248], [0.444, 0.390, -0.353], [-0.502, -0.467, 0.059], [0.319, 0.439, -0.464], [-0.412, -0.178, 0.129], [-0.281, 0.069, -0.232], [-0.025, 0.045, 0.282], [-0.533, 0.176, 0.332], [-0.122, 0.182, -0.195], [0.186, 0.166, -0.401], [-0.029, 0.106, 0.404], [0.258, -0.103, 0.378], [0.310, -0.457, -0.147], [-0.369, -0.554, -0.254], [-0.311, 0.155, -0.278], [-0.239, 0.291, 0.272]],
  "nbo_charge": [-0.251, -0.549, 0.080, -0.114, -0.208, -0.212, -0.209, -0.231, -0.146, 0.062, -0.403, -0.404, 0.176, -0.653, -0.238, -0.634, 0.343, 0.160, 0.198, 0.193, 0.221, 0.223, 0.227, 0.220, 0.201, 0.215, 0.227, 0.207, 0.237, 0.229, 0.232, 0.227, 0.223, 0.226, -0.501, -0.464, 0.042, -0.287, 0.345, -0.108, -0.116, -0.226, -0.102, -0.228, -0.122, 0.250, 0.266, 0.259, 0.251, 0.241, 0.246, 0.228, 0.241, 0.242, 0.241, 0.225]
}